{"formula": "C23H25CoFN5SSi", "method": "the ωB97M-V functional and the def2-TZVPD basis", "relative_energy_ev": 3.197, "homo_energy_ev": [0.8, 0.4], "multiplicity": 5, "charge": -2, "orbital_gap_ev": [3.745, 4.160], "s2": 6.071, "mol_weight_g_mol": 509.6, "energy_ha": -3335.42926, "fmax_ev_per_a": 0.7, "species": ["Co", "N", "C", "S", "N", "N", "C", "C", "C", "C", "C", "C", "N", "H", "H", "H", "H", "H", "H", "H", "C", "Si", "C", "C", "N", "C", "C", "C", "C", "C", "C", "F", "H", "H", "H", "H", "H", "H", "H", "H", "H", "H", "H", "H", "H", "C", "C", "C", "C", "C", "C", "C", "H", "H", "H", "H", "H"], "coordinates": [[-0.2919, -0.6047, -0.0998], [0.5814, -3.5634, 3.2751], [0.2944, -2.5041, 2.3540], [-0.8935, -2.8283, 1.1257], [0.9435, -1.4139, 2.5350], [0.6464, -0.3887, 1.6354], [1.1381, 0.8558, 2.1224], [-0.3350, 2.4583, 0.8984], [-0.8405, 3.7662, 0.8265], [-1.2384, 4.2554, -0.3970], [-1.1045, 3.4530, -1.5275], [-0.5998, 2.1769, -1.3645], [-0.2479, 1.6796, -0.1740], [0.5060, -4.4467, 2.7884], [1.5218, -3.4362, 3.6321], [1.3909, 0.7449, 3.1870], [-0.8893, 4.3657, 1.7266], [-1.6307, 5.2633, -0.4780], [-1.3957, 3.8026, -2.5089], [-0.4924, 1.4709, -2.1830], [3.5044, 2.8827, 2.0069], [2.7872, 1.2742, 1.2872], [2.7707, 1.4384, -0.5803], [3.9373, -0.1364, 1.7373], [0.1289, 1.9722, 2.1225], [-0.7728, 1.9903, 3.2049], [-0.3075, 2.2733, 4.4891], [-1.1433, 2.2496, 5.5930], [-2.4904, 1.9528, 5.4374], [-2.9849, 1.6781, 4.1724], [-2.1305, 1.6933, 3.0858], [-2.6521, 1.4267, 1.8786], [4.5542, 3.0202, 1.7290], [3.4434, 2.8810, 3.0997], [2.9411, 3.7472, 1.6439], [3.7942, 1.3748, -0.9654], [2.3412, 2.3872, -0.9093], [2.1798, 0.6272, -1.0181], [4.9377, 0.0271, 1.3258], [3.5229, -1.0635, 1.3356], [4.0133, -0.2619, 2.8203], [0.7460, 2.5009, 4.5961], [-0.7415, 2.4617, 6.5763], [-3.1515, 1.9230, 6.2945], [-4.0216, 1.4165, 4.0059], [-0.3401, -1.0152, -1.8845], [-0.3154, -1.4635, -3.2039], [-1.4771, -1.9856, -3.8792], [-1.4487, -2.4002, -5.1920], [-0.2754, -2.3317, -5.9586], [0.8811, -1.8385, -5.3366], [0.8719, -1.4300, -4.0212], [-2.3960, -2.0472, -3.3069], [-2.3591, -2.7884, -5.6435], [-0.2597, -2.6608, -6.9916], [1.8096, -1.7844, -5.9008], [1.7826, -1.0652, -3.5579]], "atomic_forces_ev_per_a": [[0.2, -0.7, 0.0], [0.0, 0.0, 0.0], [0.0, 0.0, 0.0], [0.0, 0.1, -0.1], [-0.2, 0.1, 0.2], [0.0, 0.2, -0.1], [0.1, 0.1, -0.1], [0.0, 0.0, 0.0], [0.0, 0.0, 0.0], [0.0, 0.0, 0.0], [0.0, 0.0, 0.0], [0.0, 0.0, 0.0], [0.0, 0.2, 0.0], [0.0, 0.0, 0.0], [0.0, 0.0, 0.0], [0.1, 0.0, 0.0], [0.0, 0.0, 0.0], [0.0, 0.0, 0.0], [0.0, 0.0, 0.0], [0.0, 0.0, 0.0], [0.0, 0.0, 0.0], [-0.1, 0.0, -0.1], [0.0, 0.0, 0.0], [0.0, 0.0, 0.0], [-0.1, -0.1, 0.0], [0.1, 0.1, 0.0], [0.0, 0.0, 0.0], [0.0, 0.0, 0.0], [0.0, 0.0, 0.0], [0.0, 0.0, 0.0], [0.0, 0.0, 0.0], [0.0, 0.0, 0.0], [0.0, 0.0, 0.0], [0.0, 0.0, 0.0], [0.0, 0.0, 0.0], [0.0, 0.0, 0.0], [0.0, 0.0, 0.0], [0.0, 0.0, 0.0], [0.0, 0.0, 0.0], [0.0, 0.0, 0.0], [0.0, 0.0, 0.0], [0.0, 0.0, 0.0], [0.0, 0.0, 0.0], [0.0, 0.0, 0.0], [0.0, 0.0, 0.0], [-0.1, 0.2, 0.0], [0.0, 0.1, 0.0], [0.0, 0.0, 0.0], [0.0, 0.0, 0.0], [0.0, 0.0, 0.0], [0.0, 0.0, 0.0], [0.0, 0.0, 0.0], [0.0, 0.0, 0.0], [0.0, 0.0, 0.0], [0.0, 0.0, 0.0], [0.0, 0.0, 0.0], [0.0, 0.0, 0.0]], "mulliken_spin": [2.500, 0.004, 0.013, 0.060, -0.016, 0.048, 0.002, -0.012, 0.007, -0.002, 0.009, 0.019, -0.006, 0.000, -0.001, 0.005, -0.001, 0.000, 0.001, -0.007, 0.007, -0.005, -0.028, -0.001, -0.007, -0.005, -0.001, 0.000, 0.001, 0.002, 0.004, -0.001, 0.000, 0.000, -0.001, 0.001, -0.005, 0.036, 0.000, 0.001, -0.001, 0.000, 0.000, 0.000, 0.000, 0.857, -0.074, 0.226, -0.106, 0.269, -0.098, 0.245, 0.015, -0.008, 0.033, -0.009, 0.032]}

=====

{"formula": "C23H25F2N6O2Ru", "method": "the ωB97M-V functional and the def2-TZVPD basis", "relative_energy_ev": 0.471, "homo_energy_ev": [-7.4, -7.3], "multiplicity": 2, "charge": 0, "orbital_gap_ev": [6.961, 6.838], "s2": 0.757, "mol_weight_g_mol": 556.6, "energy_ha": -1665.13928, "fmax_ev_per_a": 0.7, "species": ["Ru", "N", "C", "C", "C", "C", "N", "C", "N", "N", "C", "O", "O", "H", "H", "H", "H", "H", "H", "H", "H", "H", "H", "H", "H", "H", "H", "C", "C", "C", "C", "C", "C", "C", "C", "C", "C", "C", "C", "C", "C", "C", "N", "H", "H", "H", "H", "H", "H", "H", "H", "H", "H", "F", "C", "F", "H", "N", "C"], "coordinates": [[-1.1716, -1.7787, -1.2010], [-0.6990, -2.4986, 0.9473], [0.6671, -2.1696, 1.3913], [0.5942, -1.3953, 2.7260], [1.8878, -1.0792, 3.5194], [1.9576, 0.3831, 4.0220], [1.8725, 1.4469, 3.0132], [2.8498, 1.7434, 2.1630], [4.1093, 1.3548, 2.4107], [2.6136, 2.5824, 1.1455], [1.4312, -1.4717, 0.2369], [2.5094, -0.9267, 0.5043], [0.9430, -1.5559, -0.9208], [-1.4189, -2.2161, 1.6011], [-0.8035, -3.4949, 0.7901], [1.2267, -3.0970, 1.5540], [-0.0739, -1.9704, 3.3720], [0.0769, -0.4588, 2.5192], [2.7544, -1.3129, 2.9052], [1.9343, -1.7100, 4.4095], [2.8588, 0.5735, 4.6079], [1.1155, 0.5567, 4.6922], [0.9402, 1.7112, 2.7221], [4.2122, 0.5083, 2.9429], [4.7388, 1.3986, 1.6262], [1.6466, 2.7299, 0.8906], [3.2296, 2.4987, 0.3523], [-1.1641, -1.9669, -5.5223], [-0.9715, -0.6348, -5.8807], [-0.8569, 0.3241, -4.8945], [-0.9482, -0.0513, -3.5504], [-1.1663, -1.3859, -3.1644], [-1.2567, -2.3368, -4.1911], [-0.8381, 0.9012, -2.4533], [-0.4780, 2.2681, -2.6660], [-0.3869, 3.1216, -1.6223], [-0.7037, 2.6555, -0.3179], [-0.6845, 3.4985, 0.8155], [-1.0521, 3.0227, 2.0462], [-1.4763, 1.6839, 2.1731], [-1.4802, 0.8425, 1.0908], [-1.0681, 1.2987, -0.1790], [-1.0717, 0.4270, -1.2369], [-1.2446, -2.7221, -6.2951], [-0.9142, -0.3513, -6.9236], [-0.7150, 1.3572, -5.1854], [-1.4035, -3.3783, -3.9378], [-0.2593, 2.6018, -3.6684], [-0.0986, 4.1566, -1.7646], [-0.3954, 4.5348, 0.6860], [-1.0580, 3.6763, 2.9086], [-1.8251, 1.3224, 3.1330], [-1.8468, -0.1705, 1.1645], [-3.7539, -0.4438, -1.1240], [-3.1499, -1.6545, -0.8205], [-3.4057, -1.8069, 0.5621], [-3.7546, -2.4253, -1.3045], [-1.2927, -4.9375, -1.4179], [-1.2821, -3.7787, -1.4019]], "atomic_forces_ev_per_a": [[0.4, -0.2, 0.1], [-0.1, 0.2, 0.0], [0.1, 0.0, 0.1], [0.1, 0.2, 0.0], [-0.1, 0.2, -0.5], [-0.1, -0.2, 0.2], [0.1, -0.5, -0.5], [-0.3, 0.1, 0.4], [-0.1, -0.3, -0.3], [0.0, -0.2, -0.2], [0.3, 0.1, 0.2], [0.3, 0.4, 0.5], [-0.3, 0.1, -0.2], [0.1, -0.1, 0.1], [-0.1, 0.0, 0.0], [0.0, 0.0, 0.0], [0.0, 0.0, 0.0], [0.0, 0.0, 0.0], [0.1, 0.0, -0.1], [0.1, 0.0, 0.0], [0.0, -0.2, 0.1], [0.0, 0.1, 0.0], [-0.1, 0.1, -0.1], [0.0, -0.1, 0.1], [0.1, 0.0, 0.0], [-0.1, 0.0, 0.0], [0.0, 0.1, 0.0], [0.0, 0.0, 0.0], [0.0, 0.1, 0.0], [0.0, 0.0, -0.1], [0.1, 0.0, 0.1], [-0.2, 0.0, -0.1], [0.0, 0.0, 0.0], [0.0, 0.0, -0.1], [0.0, 0.0, 0.1], [0.0, 0.0, 0.0], [0.1, 0.0, 0.0], [0.0, 0.0, -0.1], [-0.1, 0.0, 0.1], [0.0, 0.0, 0.0], [0.0, 0.0, -0.1], [0.0, -0.1, 0.0], [0.1, 0.0, 0.1], [0.0, 0.0, 0.0], [0.0, 0.0, 0.0], [0.0, 0.0, 0.0], [0.0, 0.0, 0.0], [0.0, 0.0, 0.0], [0.0, 0.0, 0.0], [0.0, 0.0, 0.0], [0.0, 0.0, 0.0], [0.0, 0.0, 0.0], [0.0, 0.0, 0.0], [0.0, 0.0, 0.0], [-0.2, 0.0, 0.0], [0.0, 0.0, 0.0], [0.0, 0.0, 0.0], [-0.1, 0.0, 0.0], [0.2, 0.1, 0.0]], "mulliken_spin": [1.048, 0.005, -0.006, 0.006, 0.000, 0.000, 0.000, 0.000, 0.000, 0.000, -0.006, 0.005, 0.035, -0.001, 0.002, 0.000, 0.000, -0.003, 0.000, 0.000, 0.000, 0.000, -0.001, 0.000, 0.000, 0.000, 0.000, -0.021, 0.032, -0.017, -0.015, -0.115, 0.065, 0.004, 0.002, -0.007, 0.001, -0.003, 0.004, -0.003, -0.003, 0.004, 0.006, -0.001, 0.003, 0.000, 0.007, 0.000, -0.001, 0.000, 0.001, 0.000, 0.004, 0.003, -0.036, 0.002, 0.029, 0.042, -0.071]}

=====

{"formula": "C23H25FN4O", "method": "the ωB97M-V functional and the def2-TZVPD basis", "relative_energy_ev": 0.362, "homo_energy_ev": -8.1, "charge": 0, "smiles": "Cn1cc(CN2CCC[C@H](C(=O)Nc3ccc(-c4cccc(F)c4)cc3)C2)cn1", "orbital_gap_ev": 8.716, "mol_weight_g_mol": 392.5, "energy_ha": -1285.59962, "fmax_ev_per_a": 0.8, "species": ["C", "N", "C", "C", "C", "N", "C", "C", "C", "C", "C", "O", "N", "C", "C", "C", "C", "C", "C", "C", "C", "C", "F", "C", "C", "C", "C", "C", "N", "H", "H", "H", "H", "H", "H", "H", "H", "H", "H", "H", "H", "H", "H", "H", "H", "H", "H", "H", "H", "H", "H", "H", "H", "H"], "coordinates": [[-0.7215, -4.1440, -1.5502], [-1.6287, -3.5947, -0.5852], [-1.8312, -2.2921, -0.2999], [-2.7944, -2.2390, 0.6881], [-3.3643, -1.0488, 1.3904], [-3.1502, 0.1770, 0.6389], [-3.9292, 0.2204, -0.5894], [-3.4698, 1.3922, -1.4511], [-3.6520, 2.7011, -0.6908], [-2.9538, 2.6308, 0.6750], [-1.4390, 2.7527, 0.4817], [-0.9114, 3.8412, 0.3874], [-0.7949, 1.5602, 0.4166], [0.5703, 1.3138, 0.3048], [1.0136, 0.0055, 0.5054], [2.3518, -0.3066, 0.3958], [3.2905, 0.6742, 0.0790], [4.7157, 0.3411, -0.0437], [5.5011, 0.9166, -1.0420], [6.8424, 0.6033, -1.1597], [7.4362, -0.2897, -0.2838], [6.6498, -0.8546, 0.7031], [7.2132, -1.7266, 1.5695], [5.3084, -0.5596, 0.8383], [2.8403, 1.9788, -0.1135], [1.5033, 2.3021, -0.0015], [-3.4009, 1.3752, 1.4285], [-3.1074, -3.5881, 0.9265], [-2.3957, -4.3846, 0.1533], [-0.7836, -5.2279, -1.4813], [-0.9931, -3.8297, -2.5601], [0.3011, -3.8235, -1.3427], [-1.3035, -1.5176, -0.8186], [-4.4355, -1.2257, 1.5933], [-2.8644, -0.9377, 2.3608], [-3.7864, -0.7204, -1.1246], [-5.0058, 0.3250, -0.3664], [-2.4192, 1.2588, -1.7143], [-4.0505, 1.4126, -2.3746], [-3.2489, 3.5379, -1.2629], [-4.7185, 2.8807, -0.5327], [-3.2465, 3.5112, 1.2565], [-1.4043, 0.7401, 0.5040], [0.2987, -0.7646, 0.7597], [2.6731, -1.3281, 0.5391], [5.0485, 1.6019, -1.7426], [7.4340, 1.0556, -1.9413], [8.4807, -0.5470, -0.3552], [4.7423, -1.0118, 1.6376], [3.5530, 2.7599, -0.3326], [1.1725, 3.3177, -0.1399], [-2.8498, 1.2966, 2.3708], [-4.4737, 1.4722, 1.6725], [-3.8125, -3.9942, 1.6237]], "atomic_forces_ev_per_a": [[0.3, -0.2, -0.4], [-0.2, 0.4, 0.2], [-0.2, 0.1, 0.3], [0.1, 0.0, -0.1], [0.1, 0.0, 0.1], [-0.3, -0.2, 0.1], [0.1, 0.0, -0.4], [-0.3, 0.0, 0.1], [0.2, 0.0, -0.1], [-0.1, 0.1, 0.0], [-0.4, -0.1, 0.2], [0.1, 0.3, -0.1], [0.0, -0.3, 0.1], [0.4, 0.1, 0.0], [-0.1, 0.1, 0.0], [0.1, 0.1, -0.1], [-0.3, 0.1, 0.0], [0.4, -0.1, -0.1], [-0.1, 0.0, 0.0], [0.0, 0.0, 0.1], [0.0, -0.1, 0.2], [0.0, 0.0, -0.1], [-0.1, 0.1, -0.1], [0.1, 0.0, 0.0], [0.1, -0.3, 0.1], [-0.2, 0.2, 0.0], [0.0, 0.2, 0.2], [0.2, 0.3, -0.2], [-0.1, -0.8, 0.0], [0.0, 0.1, 0.0], [0.0, 0.0, 0.1], [-0.1, 0.0, 0.0], [0.1, 0.2, -0.1], [0.1, 0.1, 0.0], [-0.1, 0.1, -0.1], [-0.1, 0.1, 0.1], [0.0, 0.0, 0.0], [0.0, 0.0, -0.1], [0.0, 0.0, 0.0], [-0.1, 0.1, 0.0], [0.0, 0.0, 0.0], [0.1, -0.1, 0.0], [0.0, 0.2, -0.1], [-0.1, -0.1, 0.0], [0.0, -0.1, 0.0], [-0.1, 0.1, -0.1], [0.0, 0.0, -0.1], [0.1, 0.0, 0.0], [0.0, 0.0, 0.1], [0.1, 0.1, 0.0], [0.0, 0.0, 0.0], [-0.1, 0.0, 0.0], [0.1, 0.0, 0.0], [-0.2, -0.1, 0.1]], "lowdin_charge": [-0.019, -0.217, -0.047, -0.204, -0.148, -0.208, -0.180, -0.163, -0.145, -0.203, -0.437, 0.074, 0.144, -0.208, -0.017, -0.028, -0.190, -0.179, -0.040, -0.074, -0.017, -0.269, 0.054, 0.041, -0.017, 0.005, -0.145, -0.109, 0.071, 0.089, 0.090, 0.088, 0.122, 0.133, 0.130, 0.116, 0.132, 0.113, 0.115, 0.121, 0.119, 0.151, 0.104, 0.097, 0.112, 0.111, 0.106, 0.115, 0.125, 0.115, 0.101, 0.132, 0.135, 0.106]}

=====

{"formula": "C23H25FeN5S", "method": "the ωB97M-V functional and the def2-TZVPD basis", "relative_energy_ev": 0.240, "homo_energy_ev": [-9.5, -10.7], "multiplicity": 2, "charge": 1, "orbital_gap_ev": [6.431, 7.584], "s2": 1.161, "mol_weight_g_mol": 459.4, "energy_ha": -2826.88644, "fmax_ev_per_a": 0.9, "species": ["Fe", "N", "N", "C", "N", "S", "H", "H", "H", "H", "H", "C", "C", "N", "C", "C", "C", "C", "C", "C", "C", "C", "C", "N", "C", "H", "H", "H", "H", "H", "H", "H", "H", "C", "C", "C", "C", "C", "C", "C", "C", "C", "C", "H", "H", "H", "H", "H", "H", "H", "H", "H", "H", "H", "H"], "coordinates": [[-0.0329, -0.1244, 0.0924], [2.0308, -0.1520, 0.0421], [2.6738, 1.0885, 0.1641], [1.9550, 2.2130, -0.0263], [2.6246, 3.3630, 0.1148], [0.3233, 2.1926, -0.4433], [2.3269, -0.7863, 0.7786], [2.2504, -0.5897, -0.8498], [3.6739, 1.1128, 0.2916], [3.6151, 3.4062, 0.2858], [2.1311, 4.2228, -0.0527], [-4.2642, -0.2182, -0.6067], [-2.8806, -0.1472, -0.8147], [-2.0190, -0.0277, 0.1777], [-2.4974, 0.0310, 1.4403], [-3.8543, -0.0398, 1.7488], [-4.7518, -0.1681, 0.6741], [-4.2641, 0.0037, 3.1280], [-3.3550, 0.1018, 4.1197], [-1.9477, 0.1687, 3.8257], [-0.9483, 0.2464, 4.8101], [0.3699, 0.2904, 4.4306], [0.6866, 0.2531, 3.0670], [-0.2300, 0.1760, 2.1218], [-1.5286, 0.1405, 2.4952], [-4.9236, -0.3139, -1.4570], [-2.4678, -0.1917, -1.8147], [-5.8152, -0.2285, 0.8686], [-5.3216, -0.0496, 3.3515], [-3.6663, 0.1272, 5.1558], [-1.2272, 0.2720, 5.8560], [1.1637, 0.3495, 5.1611], [1.7208, 0.2984, 2.7489], [-1.4025, -3.3616, 1.4163], [-0.0775, -3.2820, 0.6474], [1.0703, -3.3048, 1.6680], [-0.0724, -1.9946, -0.1554], [0.0927, -4.4616, -0.3150], [1.2073, -4.4864, -1.1554], [1.3984, -5.5038, -2.0736], [0.4685, -6.5306, -2.1770], [-0.6386, -6.5257, -1.3468], [-0.8234, -5.5014, -0.4240], [-1.4697, -2.5293, 2.1181], [-1.4655, -4.2842, 1.9972], [-2.2610, -3.3145, 0.7436], [0.9717, -2.4731, 2.3702], [2.0414, -3.2332, 1.1720], [1.0673, -4.2336, 2.2416], [-0.7160, -2.1517, -1.0454], [1.9357, -3.6850, -1.0919], [2.2741, -5.4997, -2.7101], [0.6056, -7.3212, -2.9026], [-1.3678, -7.3230, -1.4122], [-1.6972, -5.5305, 0.2120]], "atomic_forces_ev_per_a": [[0.7, 0.3, 0.2], [-0.1, -0.2, -0.1], [-0.1, 0.0, 0.2], [0.1, 0.3, -0.1], [-0.1, 0.0, -0.1], [0.1, -0.1, 0.1], [0.0, 0.0, 0.0], [0.1, 0.0, 0.0], [0.0, 0.0, -0.1], [0.0, 0.0, 0.0], [0.0, 0.0, 0.0], [0.1, 0.0, 0.0], [-0.1, 0.0, 0.0], [0.0, -0.2, -0.2], [0.1, 0.0, 0.1], [-0.1, 0.0, 0.0], [0.0, 0.0, 0.0], [0.0, 0.0, -0.1], [0.1, 0.0, 0.0], [0.0, 0.0, 0.1], [0.0, 0.0, 0.0], [0.0, 0.0, -0.1], [-0.1, 0.1, 0.1], [0.1, -0.2, -0.1], [-0.1, 0.0, -0.1], [0.0, 0.0, 0.0], [0.0, 0.0, 0.0], [0.0, 0.0, 0.0], [0.0, 0.0, 0.0], [0.0, 0.0, 0.0], [0.0, 0.0, 0.0], [0.0, 0.0, 0.0], [0.0, 0.0, 0.0], [0.0, 0.1, 0.0], [0.5, -0.1, -0.2], [0.0, 0.0, 0.0], [-0.9, 0.0, -0.1], [0.0, 0.0, 0.0], [0.0, 0.0, 0.0], [0.0, 0.0, 0.0], [0.0, 0.0, 0.0], [0.0, 0.0, 0.0], [0.0, 0.0, 0.0], [0.0, 0.0, 0.0], [0.0, 0.0, 0.0], [0.0, 0.0, 0.0], [0.0, 0.0, 0.0], [0.0, 0.0, 0.0], [0.0, 0.0, 0.0], [0.0, -0.1, 0.1], [0.0, 0.0, 0.0], [0.0, 0.0, 0.0], [0.0, 0.0, 0.0], [0.0, 0.0, 0.0], [0.0, 0.0, 0.0]], "mulliken_spin": [0.127, -0.006, 0.013, 0.004, 0.003, -0.025, 0.004, -0.014, 0.001, 0.000, -0.001, 0.003, 0.005, 0.018, -0.009, -0.008, 0.000, -0.001, 0.002, -0.001, 0.009, -0.006, 0.016, -0.032, 0.014, 0.000, 0.004, 0.000, -0.001, 0.000, 0.000, 0.000, 0.002, 0.128, 0.066, 0.067, 0.706, -0.039, 0.016, 0.024, 0.002, 0.003, -0.006, -0.070, 0.011, 0.014, -0.010, -0.001, -0.004, -0.003, -0.026, 0.001, 0.000, 0.000, -0.002]}